The following is a quantum chemistry calculation of C64H76AgClF3N10O2 as an isolated structure in a non-equilibrium geometry, from OMol25.

Last column: Mulliken charge in e.
Element x y z (Å)
Ag: -8.076 -1.591 23.358  0.441
C: -7.028 -4.831 23.929  -0.369
O: -5.866 -4.130 24.395  0.008
O: -7.656 -4.001 22.973  -0.811
C: -6.562 -6.292 23.379  0.770
F: -6.293 -7.100 24.389  -0.311
F: -7.503 -7.007 22.737  -0.339
F: -5.533 -6.225 22.535  -0.168
C: -5.747 -3.854 25.835  -0.205
C: -4.426 -3.200 26.109  -0.964
H: -4.468 -2.213 25.648  0.225
H: -4.274 -3.002 27.170  0.509
H: -3.544 -3.794 25.871  0.109
H: -5.730 -4.685 26.541  0.318
H: -6.462 -3.100 26.163  0.078
H: -7.620 -4.989 24.831  0.721
C: 0.629 -3.828 23.645  -1.001
N: -0.619 -3.649 22.923  0.309
C: -0.519 -3.528 21.587  -0.383
C: -1.595 -3.176 20.751  -1.031
C: -2.884 -3.041 21.350  0.906
C: -2.984 -3.203 22.759  -0.402
C: -1.813 -3.440 23.523  -0.126
C: -4.006 -2.570 20.577  0.680
C: -5.336 -2.892 20.860  -0.011
C: -6.387 -2.307 20.157  -0.949
N: -6.117 -1.343 19.190  0.198
C: -4.836 -1.098 18.844  -0.614
C: -3.730 -1.694 19.533  -1.033
C: -7.239 -0.587 18.534  -0.814
H: 0.459 -3.338 24.604  0.353
H: 1.448 -3.409 23.061  0.438
H: 0.788 -4.901 23.746  0.303
H: 0.470 -3.725 21.198  0.510
H: -1.349 -2.942 19.726  0.663
H: -3.890 -2.950 23.290  0.341
H: -1.781 -3.578 24.594  0.185
H: -5.477 -3.504 21.739  0.500
H: -7.433 -2.479 20.363  0.727
H: -4.735 -0.334 18.087  0.427
H: -2.721 -1.337 19.388  0.626
H: -7.906 -1.232 17.962  0.341
H: -6.914 0.313 18.014  0.321
H: -7.839 -0.240 19.376  0.365
C: -4.727 -2.534 36.288  -0.882
N: -4.023 -2.537 35.064  0.063
C: -3.920 -3.702 34.417  -0.394
C: -3.167 -3.720 33.266  -0.568
C: -2.365 -2.700 32.867  1.117
C: -2.343 -1.541 33.619  -0.650
C: -3.175 -1.490 34.781  -0.433
C: -1.620 -2.760 31.562  1.097
C: -0.407 -2.107 31.325  -0.678
C: 0.262 -2.242 30.131  -0.323
N: -0.268 -3.007 29.145  0.052
C: -1.462 -3.613 29.296  -0.346
C: -2.124 -3.601 30.571  -0.766
C: 0.440 -3.135 27.803  -0.723
H: -4.221 -1.953 37.060  0.387
H: -4.965 -3.572 36.521  0.313
H: -5.612 -1.960 36.011  0.409
H: -4.597 -4.490 34.711  0.410
H: -3.147 -4.626 32.679  0.434
H: -1.695 -0.716 33.363  0.405
H: -3.389 -0.547 35.262  0.455
H: 0.093 -1.537 32.095  0.503
H: 1.244 -1.835 29.938  0.440
H: -1.921 -4.032 28.413  0.413
H: -3.050 -4.147 30.674  0.400
H: 0.790 -4.167 27.801  0.364
H: 1.146 -2.305 27.835  0.341
H: -0.346 -3.050 27.053  0.173
C: -3.089 -7.705 23.905  -1.178
N: -1.699 -8.171 23.867  0.185
C: -0.772 -7.551 23.045  -0.349
C: 0.544 -8.094 22.878  -0.775
C: 0.879 -9.207 23.600  0.734
C: -0.073 -9.724 24.499  -0.599
C: -1.362 -9.221 24.671  -0.285
C: 2.244 -9.856 23.443  0.588
C: 2.500 -11.245 23.273  -0.723
C: 3.751 -11.656 22.764  -0.186
N: 4.769 -10.831 22.579  0.071
C: 4.673 -9.534 22.911  -0.206
C: 3.392 -9.002 23.342  -0.735
C: 6.083 -11.375 22.212  -0.898
H: -3.434 -7.536 24.925  0.530
H: -3.818 -8.311 23.367  0.407
H: -3.145 -6.697 23.495  0.055
H: -1.117 -6.838 22.311  0.697
H: 1.183 -7.701 22.101  0.664
H: 0.024 -10.616 25.100  0.486
H: -2.186 -9.697 25.182  0.529
H: 1.678 -11.939 23.367  0.457
H: 3.925 -12.714 22.632  0.421
H: 5.579 -8.954 22.812  0.482
H: 3.325 -7.943 23.541  0.485
H: 6.325 -11.284 21.153  0.335
H: 6.150 -12.409 22.548  0.352
H: 6.891 -10.886 22.757  0.411
C: -4.408 -9.188 16.760  -0.846
N: -5.587 -8.423 17.339  -0.027
C: -5.761 -8.273 18.630  0.075
C: -6.947 -7.666 19.154  -1.039
C: -7.919 -7.105 18.220  0.641
C: -7.612 -7.219 16.907  -0.544
C: -6.412 -7.796 16.452  -0.548
C: -9.146 -6.318 18.704  0.836
C: -8.894 -5.309 19.619  -0.350
C: -10.004 -4.573 20.172  -0.641
N: -11.252 -4.764 19.675  0.041
C: -11.482 -5.636 18.698  -0.410
C: -10.442 -6.441 18.147  -0.520
C: -12.287 -4.044 20.282  -0.875
H: -4.780 -9.851 15.979  0.375
H: -3.950 -9.665 17.626  0.280
H: -3.730 -8.394 16.446  0.396
H: -4.927 -8.516 19.271  0.427
H: -7.112 -7.517 20.211  0.717
H: -8.263 -6.773 16.170  0.518
H: -6.192 -7.710 15.398  0.486
H: -7.991 -5.059 20.156  0.382
H: -9.905 -3.858 20.975  0.389
H: -12.453 -5.625 18.225  0.469
H: -10.598 -7.103 17.308  0.595
H: -12.897 -4.856 20.679  0.421
H: -12.843 -3.500 19.518  0.371
H: -11.976 -3.313 21.029  0.292
C: -13.434 5.580 25.065  -0.830
N: -12.122 4.862 25.354  0.023
C: -10.994 5.302 24.787  -0.242
C: -9.819 4.647 25.088  -0.720
C: -9.799 3.457 25.910  0.750
C: -11.017 3.155 26.511  -0.729
C: -12.187 3.844 26.199  -0.204
C: -8.553 2.838 26.301  0.775
C: -7.549 2.509 25.335  -0.722
C: -6.466 1.682 25.713  -0.256
N: -6.384 1.288 26.948  0.211
C: -7.285 1.550 27.873  -0.139
C: -8.370 2.406 27.576  -0.749
C: -5.232 0.372 27.354  -1.334
H: -13.816 5.114 24.156  0.379
H: -13.266 6.622 24.792  0.317
H: -14.158 5.513 25.877  0.333
H: -11.035 6.249 24.271  0.393
H: -8.901 5.081 24.718  0.479
H: -11.097 2.302 27.168  0.541
H: -13.124 3.578 26.666  0.421
H: -7.671 2.721 24.283  0.494
H: -5.736 1.214 25.068  0.425
H: -7.118 1.108 28.844  0.430
H: -9.103 2.622 28.339  0.627
H: -4.369 0.625 26.739  0.392
H: -5.587 -0.648 27.208  0.471
H: -4.909 0.585 28.374  0.402
Cl: -8.777 -1.465 26.248  -0.656

Properties
E_tot	-4085.0318	a.u.
HOMO	-23.00	eV
multiplicity	1
net charge	+9


The following is a quantum chemistry calculation of C64H85BCsN9S as an isolated structure, from OMol25.

Last column: Mulliken charge in e.
Element x y z (Å)
Cs: -0.062 0.434 -0.177  3.009
C: -1.308 -4.648 3.759  -0.718
C: -1.041 -4.546 2.288  0.085
C: -0.574 -5.518 1.426  -1.035
C: -0.485 -4.877 0.168  -0.449
N: -0.879 -3.617 0.259  -0.456
N: -1.227 -3.424 1.559  1.093
B: -1.720 -1.987 1.905  0.640
N: -3.068 -1.740 1.176  0.637
N: -3.241 -0.510 0.619  -0.536
C: -4.330 -0.580 -0.126  -0.329
C: -4.880 -1.884 -0.063  -1.051
C: -4.027 -2.596 0.756  0.714
C: -4.095 -4.042 1.134  -1.000
C: -4.742 0.588 -0.993  2.683
C: -3.873 0.568 -2.261  -1.469
C: -4.505 1.907 -0.254  -1.347
C: -6.216 0.460 -1.379  -2.302
N: -1.782 -1.716 3.434  1.073
N: -0.651 -1.213 4.013  -0.010
C: -0.996 -0.853 5.240  -1.144
C: -2.350 -1.163 5.489  -1.097
C: -2.823 -1.667 4.298  0.515
C: -4.219 -2.116 3.994  -1.416
C: -0.009 -0.176 6.163  3.629
C: 0.734 0.930 5.400  -2.253
C: 0.990 -1.220 6.727  -1.611
C: -0.763 0.471 7.328  -2.441
C: 0.001 -5.449 -1.144  2.383
C: 0.124 -4.345 -2.194  -1.905
C: -0.998 -6.506 -1.632  -1.909
C: 1.373 -6.107 -0.937  -1.649
H: -0.903 -5.590 4.130  0.581
H: -0.845 -3.827 4.311  -0.151
H: -2.380 -4.630 3.981  0.068
H: -0.302 -6.532 1.687  0.484
H: -0.940 -1.222 1.438  -1.061
H: -5.754 -2.273 -0.565  0.340
H: -5.067 -4.441 0.842  0.473
H: -3.315 -4.625 0.633  -0.153
H: -3.974 -4.192 2.211  -0.033
H: -2.828 0.761 -2.003  0.219
H: -3.932 -0.409 -2.752  0.370
H: -4.191 1.340 -2.972  0.399
H: -3.469 1.976 0.084  -0.071
H: -4.704 2.755 -0.919  0.334
H: -5.157 1.986 0.623  0.432
H: -6.391 -0.437 -1.985  0.336
H: -6.852 0.402 -0.490  0.430
H: -6.521 1.330 -1.969  0.445
H: -2.936 -0.969 6.376  0.508
H: -4.902 -1.654 4.708  0.527
H: -4.534 -1.839 2.989  0.236
H: -4.321 -3.201 4.095  0.070
H: 1.099 0.574 4.441  0.350
H: 0.072 1.781 5.199  0.036
H: 1.581 1.294 5.995  0.747
H: 1.909 -1.247 6.136  0.275
H: 1.263 -0.980 7.761  0.462
H: 0.561 -2.224 6.714  0.279
H: -1.534 1.155 6.959  0.368
H: -1.242 -0.280 7.966  0.449
H: -0.064 1.045 7.943  0.532
H: -0.830 -3.831 -2.332  0.302
H: 0.859 -3.595 -1.888  0.271
H: 0.442 -4.776 -3.150  0.499
H: -1.978 -6.051 -1.808  0.307
H: -0.650 -6.959 -2.569  0.494
H: -1.120 -7.299 -0.888  0.338
H: 2.095 -5.385 -0.544  0.234
H: 1.307 -6.940 -0.229  0.333
H: 1.756 -6.495 -1.889  0.460
C: 2.118 -3.194 2.003  -1.148
C: 3.012 -1.952 1.952  3.394
C: 3.522 -1.626 3.359  -1.318
C: 4.184 -2.084 1.006  0.321
C: 4.975 -3.228 1.109  -0.527
C: 6.108 -3.414 0.336  -1.508
C: 6.457 -2.425 -0.574  -0.331
C: 5.691 -1.279 -0.727  1.204
C: 6.109 -0.239 -1.754  0.993
C: 6.150 -0.821 -3.170  -1.627
C: 7.451 0.398 -1.385  -1.512
C: 4.525 -1.080 0.069  -0.877
N: 3.773 0.046 -0.234  -0.102
C: 3.125 0.898 0.505  -0.806
C: 2.512 2.032 -0.093  0.399
C: 2.838 2.290 -1.504  0.680
C: 2.863 3.497 -2.063  -2.512
C: 2.390 4.717 -1.331  0.050
C: 1.583 4.351 -0.049  -0.811
C: 1.818 3.020 0.647  -1.251
N: 1.333 2.790 1.840  1.398
C: 1.112 3.742 2.827  -0.298
C: 2.224 4.470 3.339  0.416
C: 2.061 5.340 4.411  -0.002
C: 0.827 5.519 5.018  -1.462
C: -0.251 4.796 4.532  -0.302
C: -0.147 3.913 3.459  -0.015
C: -1.451 3.259 3.014  0.185
C: -1.385 1.766 2.717  0.568
C: -2.050 3.993 1.806  -1.552
C: 3.636 4.238 2.812  1.505
C: 4.352 5.540 2.450  -1.783
C: 4.450 3.420 3.820  -1.625
H: 1.238 -2.977 2.614  -0.047
H: 2.637 -4.052 2.446  0.237
H: 1.771 -3.480 1.005  0.131
H: 2.377 -1.124 1.633  -1.156
H: 4.176 -2.431 3.714  0.421
H: 2.685 -1.536 4.050  -0.195
H: 4.095 -0.694 3.375  0.438
H: 4.694 -3.994 1.825  0.310
H: 6.709 -4.310 0.444  0.370
H: 7.346 -2.555 -1.187  0.235
H: 5.352 0.541 -1.735  -0.151
H: 6.947 -1.567 -3.271  0.307
H: 6.331 -0.031 -3.908  0.436
H: 5.202 -1.306 -3.415  0.341
H: 8.250 -0.351 -1.355  0.295
H: 7.397 0.873 -0.401  0.356
H: 7.729 1.163 -2.118  0.431
H: 3.115 0.859 1.601  0.555
H: 3.140 1.426 -2.087  0.729
H: 3.135 3.618 -3.105  0.208
H: 3.202 5.437 -1.201  0.469
H: 1.630 5.150 0.693  1.129
H: 2.925 5.879 4.790  0.219
H: 0.710 6.197 5.858  0.378
H: -1.224 4.917 5.001  0.383
H: -2.137 3.389 3.854  0.846
H: -0.692 1.603 1.903  -1.892
H: -2.366 1.384 2.415  0.660
H: -1.043 1.188 3.578  -1.016
H: -1.498 3.733 0.896  -0.143
H: -2.015 5.079 1.939  0.409
H: -3.093 3.693 1.656  0.390
H: 3.585 3.643 1.906  -0.546
H: 4.553 6.153 3.335  0.339
H: 3.751 6.134 1.756  0.409
H: 5.311 5.324 1.968  0.390
H: 4.597 3.984 4.747  0.325
H: 5.433 3.159 3.413  0.435
H: 3.924 2.493 4.067  0.265
S: 0.537 4.841 -3.577  -0.710
C: 1.072 5.322 -1.936  0.047
C: 0.256 4.501 -0.883  -0.850
C: -0.238 3.231 -1.505  0.262
C: -0.143 3.226 -2.830  -0.224
C: -0.345 2.134 -3.790  -0.478
C: -0.318 2.356 -5.179  -0.875
C: -0.465 1.294 -6.052  -0.556
C: -0.627 0.010 -5.545  -0.783
C: -0.637 -0.128 -4.167  -0.553
N: -0.507 0.882 -3.307  0.399
H: 1.006 6.403 -1.817  0.420
H: -0.542 5.040 -0.369  0.897
H: -0.177 3.362 -5.551  0.406
H: -0.449 1.463 -7.124  0.373
H: -0.733 -0.853 -6.190  0.407
H: -0.757 -1.115 -3.722  0.519

Properties
E_tot	-3425.8590	a.u.
HOMO	-1.57	eV
multiplicity	1
net charge	-2